Record 1
16
Properties=species:S:1:pos:R:3 method="wB97M-V/def2-TZVPD" charge=0 e_above_lowest_kcal_mol=42.9 e_homo_ev=-9.0912 mol_weight_g_mol=152.244 max_force_ev_per_a=6.32 smiles="NC(=O)[C@H](N)CSS"
N -0.35 -1.17 -1.79
C 0.68 -0.44 -1.20
O 1.68 -0.31 -1.88
C 0.59 0.26 0.14
N 1.86 -0.35 0.73
C -0.82 0.04 0.61
S -0.94 0.67 2.30
S -2.17 2.32 1.94
H -1.34 -1.26 -1.38
H -0.27 -1.73 -2.55
H 0.84 1.28 0.04
H 1.79 -1.11 1.39
H 2.50 -0.56 -0.04
H -1.44 0.22 -0.24
H -1.16 -1.03 0.79
H -1.45 3.19 1.15

***

Record 2
119
Properties=species:S:1:pos:R:3 method="wB97M-V/def2-TZVPD" charge=+1 e_above_lowest_kcal_mol=16.5 e_homo_ev=-8.7357 mol_weight_g_mol=1209.787 max_force_ev_per_a=0.59
Pb -1.38 1.37 -1.40
Te -2.54 -0.04 -4.07
C -3.85 -1.46 -4.92
C -3.35 -2.67 -5.36
C -4.24 -3.56 -5.95
N -5.54 -3.31 -6.11
C -5.99 -2.13 -5.70
C -5.19 -1.17 -5.10
C -1.16 -1.42 -3.00
P -1.94 -1.30 -1.31
C -1.66 -2.48 0.07
C -1.94 -3.84 -0.01
C -1.78 -4.66 1.10
C -1.37 -4.12 2.31
C -1.11 -2.76 2.41
C -1.25 -1.95 1.29
C -3.70 -1.73 -1.54
C -4.70 -0.95 -0.96
C -6.03 -1.33 -1.04
C -6.38 -2.51 -1.69
C -5.40 -3.30 -2.26
C -4.07 -2.92 -2.19
P 0.27 -0.25 -2.92
C 0.50 0.40 -4.63
C 0.81 1.75 -4.80
C 1.07 2.25 -6.07
C 1.02 1.41 -7.17
C 0.72 0.06 -7.00
C 0.46 -0.44 -5.74
C 1.98 -0.88 -2.82
C 2.36 -2.08 -3.40
C 3.67 -2.51 -3.33
C 4.62 -1.73 -2.68
C 4.25 -0.52 -2.11
C 2.93 -0.10 -2.17
H -2.31 -2.93 -5.22
H -3.89 -4.53 -6.30
H -7.05 -1.95 -5.84
H -5.62 -0.24 -4.75
H -2.28 -4.27 -0.94
H -2.00 -5.71 1.03
H -1.26 -4.76 3.18
H -0.79 -2.33 3.35
H -1.02 -0.89 1.36
H -4.43 -0.03 -0.46
H -6.80 -0.71 -0.59
H -7.42 -2.81 -1.75
H -5.66 -4.21 -2.78
H -3.30 -3.52 -2.65
H 0.85 2.41 -3.94
H 1.30 3.30 -6.20
H 1.21 1.79 -8.16
H 0.68 -0.60 -7.86
H 0.21 -1.49 -5.60
H 1.62 -2.68 -3.92
H 3.96 -3.44 -3.79
H 5.65 -2.06 -2.62
H 4.99 0.09 -1.61
H 2.63 0.84 -1.72
C 0.30 5.14 -0.33
C 1.20 3.94 -0.44
N 2.42 4.07 0.09
O 0.83 2.90 -0.97
H 0.85 6.08 -0.37
H -0.22 5.10 0.63
H -0.44 5.12 -1.12
H 2.72 4.91 0.54
H 3.02 3.25 0.15
C 1.72 6.47 9.48
C 1.99 5.65 8.24
C 3.02 4.73 8.19
C 3.27 3.98 7.05
C 2.49 4.16 5.92
N 2.81 3.40 4.76
C 2.00 2.90 3.78
O 2.45 2.52 2.71
N 0.67 2.82 4.13
C -0.39 2.36 3.33
C -1.63 2.20 3.93
C -2.71 1.78 3.18
C -2.51 1.53 1.83
N -1.33 1.67 1.25
C -0.28 2.07 1.97
C 1.46 5.10 5.94
C 1.22 5.82 7.10
H 2.30 6.10 10.32
H 0.67 6.44 9.75
H 1.99 7.51 9.32
H 3.64 4.57 9.07
H 4.07 3.25 7.05
H 3.79 3.27 4.56
H 0.44 3.00 5.09
H -1.76 2.40 4.99
H -3.68 1.65 3.62
H -3.33 1.20 1.20
H 0.67 2.15 1.47
H 0.88 5.30 5.06
H 0.41 6.55 7.10
C 2.24 -0.37 1.16
N 2.30 -1.78 0.83
C 3.33 -2.56 1.49
C 2.88 -4.00 1.62
C 2.54 -4.51 0.23
N 1.59 -3.62 -0.42
C 0.87 -4.21 -1.53
C 1.48 -2.30 -0.13
O 0.65 -1.57 -0.70
H 1.95 -0.24 2.20
H 1.52 0.12 0.51
H 3.22 0.09 1.02
H 3.50 -2.11 2.48
H 4.27 -2.49 0.94
H 1.99 -4.04 2.25
H 3.66 -4.61 2.07
H 2.08 -5.50 0.29
H 3.45 -4.60 -0.38
H 0.28 -5.05 -1.17
H 1.58 -4.58 -2.27
H 0.22 -3.48 -2.00

***

Record 3
78
Properties=species:S:1:pos:R:3 method="wB97M-V/def2-TZVPD" spin_multiplicity=2 charge=-2 e_above_lowest_kcal_mol=62.5 e_homo_ev="0.7549 / -1.0507" mol_weight_g_mol=707.601 max_force_ev_per_a=2.84 s_squared=0.78
Ti -1.12 -0.88 0.64
S 0.10 0.49 2.78
P 0.98 1.48 1.21
C 0.39 0.70 -0.16
P 1.21 -0.53 -0.98
S 1.28 -2.06 0.36
C 1.02 -0.92 -2.83
C -0.13 -1.47 -3.41
C -0.21 -1.72 -4.77
C 0.85 -1.43 -5.62
C 1.99 -0.86 -5.08
C 2.07 -0.61 -3.71
C 3.02 -0.07 -1.10
C 3.97 -1.09 -1.20
C 5.32 -0.80 -1.27
C 5.76 0.52 -1.25
C 4.83 1.54 -1.16
C 3.47 1.24 -1.10
C 0.52 3.26 1.27
C 0.60 4.01 2.44
C 0.24 5.35 2.44
C -0.21 5.95 1.27
C -0.30 5.21 0.11
C 0.06 3.86 0.11
C 2.75 1.57 1.75
C 3.50 2.75 1.82
C 4.83 2.73 2.21
C 5.44 1.52 2.52
C 4.71 0.34 2.44
C 3.38 0.37 2.07
H -0.96 -1.71 -2.77
H -1.12 -2.16 -5.17
H 0.78 -1.63 -6.69
H 2.83 -0.61 -5.71
H 2.97 -0.15 -3.36
H 3.63 -2.12 -1.20
H 6.04 -1.61 -1.33
H 6.82 0.75 -1.29
H 5.15 2.57 -1.14
H 2.73 2.04 -1.05
H 0.94 3.53 3.35
H 0.31 5.92 3.36
H -0.49 7.00 1.28
H -0.66 5.67 -0.81
H -0.01 3.25 -0.78
H 3.04 3.70 1.56
H 5.39 3.65 2.26
H 6.49 1.50 2.81
H 5.18 -0.61 2.66
H 2.80 -0.55 1.99
N -2.51 -1.12 2.57
C -3.24 0.15 2.69
C -3.69 0.63 1.32
N -2.53 0.81 0.41
H -3.16 -1.88 2.39
H -1.96 -1.31 3.40
H -2.58 0.89 3.14
H -4.12 0.06 3.35
H -4.25 1.56 1.48
H -4.34 -0.11 0.87
H -2.03 1.65 0.67
H -2.83 0.84 -0.55
O -1.29 -2.88 1.41
N -2.33 -3.64 1.11
N -3.27 -2.99 0.38
O -3.08 -1.75 -0.11
C -4.42 -3.65 0.08
C -4.68 -4.97 0.53
C -5.87 -5.59 0.21
C -6.85 -4.96 -0.57
C -6.59 -3.66 -1.02
C -5.41 -3.01 -0.72
H -3.94 -5.47 1.13
H -6.04 -6.60 0.57
H -7.78 -5.47 -0.82
H -7.32 -3.15 -1.64
H -5.21 -2.01 -1.08
O -0.89 -1.22 -0.98

***

Record 4
65
Properties=species:S:1:pos:R:3 method="wB97M-V/def2-TZVPD" charge=+1 e_homo_ev=-10.2015 mol_weight_g_mol=462.998 max_force_ev_per_a=4.65
C -0.23 1.62 4.61
C 0.50 1.45 3.65
N 1.02 0.91 2.41
C 1.95 -0.15 2.52
C 2.40 -0.79 3.90
C 3.93 -0.47 4.22
C 4.66 -1.49 4.94
C 2.58 -0.76 1.28
Cl 3.76 -2.11 1.39
C 2.19 -0.24 -0.08
C 2.88 -0.88 -1.33
O 4.09 -0.74 -1.42
O 2.23 -1.58 -2.35
C 2.30 -3.03 -2.18
O 2.51 -3.59 -3.46
C 3.79 -3.21 -4.01
C 1.15 0.88 -0.14
C 0.73 1.36 -1.58
C -0.27 0.27 -2.24
C -1.72 0.56 -1.60
C -2.90 -0.23 -2.32
N -3.41 -1.28 -1.42
C -3.46 -2.66 -1.74
C -4.05 -3.52 -0.69
C -4.39 -2.54 0.44
C -3.94 -1.17 -0.10
C 0.60 1.46 1.16
C -0.47 2.62 1.05
C 0.13 3.98 0.45
C -1.01 4.66 -0.48
N -0.61 4.77 -1.91
H -0.99 1.78 5.43
H 2.36 -1.92 3.73
H 1.68 -0.59 4.75
H 4.45 0.48 3.89
H 4.64 -1.58 6.06
H 5.33 -2.22 4.38
H 3.13 -3.32 -1.46
H 1.33 -3.43 -1.75
H 3.71 -2.27 -4.65
H 4.15 -4.07 -4.66
H 4.58 -3.00 -3.23
H 1.70 1.41 -2.19
H 0.20 2.35 -1.61
H 0.00 -0.79 -1.91
H -0.28 0.40 -3.36
H -1.62 0.27 -0.50
H -1.84 1.69 -1.60
H -3.75 0.51 -2.48
H -2.53 -0.60 -3.32
H -3.04 -2.89 -2.76
H -4.20 -4.63 -0.75
H -4.87 -2.77 1.43
H -4.06 -0.23 0.51
H -0.93 2.90 2.05
H -1.35 2.24 0.42
H 0.37 4.76 1.23
H 1.00 3.71 -0.22
H -1.99 4.08 -0.45
H -1.27 5.71 -0.13
H -0.93 3.95 -2.46
H -1.11 5.56 -2.36
O -7.01 -0.16 1.57
H -7.55 -0.69 2.16
H -6.30 -0.74 1.28

***

Record 5
10
Properties=species:S:1:pos:R:3 method="wB97M-V/def2-TZVPD" spin_multiplicity=2 charge=+1 e_homo_ev="-10.0529 / -13.4204" mol_weight_g_mol=219.109 max_force_ev_per_a=4.10 s_squared=0.75
H -1.99 1.14 0.81
C 1.14 -0.64 -0.55
O -0.19 -0.21 -0.40
C -0.58 0.48 0.80
H 1.21 -0.96 -1.60
H 1.85 0.18 -0.36
H 1.31 -1.46 0.18
H 0.12 1.32 0.99
H -0.58 -0.26 1.61
Yb -2.29 0.42 -1.47

***

Record 6
49
Properties=species:S:1:pos:R:3 method="wB97M-V/def2-TZVPD" charge=0 e_above_lowest_kcal_mol=0.0 e_homo_ev=-7.5672 mol_weight_g_mol=627.941 max_force_ev_per_a=0.80
Pt -0.42 0.89 0.70
C -2.22 1.40 -2.83
O -1.19 0.78 -2.08
C -0.81 -0.47 -2.41
C -1.29 -1.14 -3.54
C -0.76 -2.36 -3.91
C 0.26 -2.93 -3.18
C 0.74 -2.28 -2.05
C 0.19 -1.08 -1.63
N 0.66 -0.41 -0.44
N 1.72 -0.90 0.02
C 2.43 -0.37 1.05
C 2.26 0.95 1.51
O 1.35 1.73 1.02
C 3.16 1.48 2.48
C 4.15 0.71 2.98
C 4.36 -0.64 2.55
C 5.41 -1.42 3.08
C 5.61 -2.70 2.66
C 4.76 -3.24 1.68
C 3.73 -2.51 1.15
C 3.51 -1.18 1.57
H -3.14 0.80 -2.81
H -1.91 1.56 -3.86
H -2.41 2.35 -2.34
H -2.06 -0.68 -4.14
H -1.15 -2.86 -4.79
H 0.70 -3.88 -3.47
H 1.54 -2.71 -1.47
H 3.00 2.50 2.80
H 4.82 1.11 3.73
H 6.05 -0.97 3.83
H 6.41 -3.30 3.07
H 4.92 -4.26 1.33
H 3.08 -2.94 0.40
Cl -6.95 3.77 -0.14
C -5.56 2.75 0.08
C -5.58 1.43 -0.43
C -4.51 0.60 -0.28
C -3.32 1.02 0.38
O -2.35 0.19 0.47
C -3.34 2.34 0.93
C -2.28 2.82 1.75
O -1.24 2.19 2.02
C -4.47 3.19 0.76
H -6.47 1.09 -0.95
H -4.54 -0.41 -0.66
H -2.42 3.78 2.25
H -4.45 4.18 1.19

***

Record 7
12
Properties=species:S:1:pos:R:3 method="wB97M-V/def2-TZVPD" charge=0 e_above_lowest_kcal_mol=12.2 e_homo_ev=-9.0558 mol_weight_g_mol=149.602 max_force_ev_per_a=1.84
O 1.29 2.29 -0.06
C 1.89 1.24 -0.03
C 1.32 -0.11 0.00
Cl 2.48 -1.42 0.01
C -0.02 -0.27 0.03
N -0.92 0.75 0.05
C -2.26 0.64 0.11
S -3.19 -0.73 -0.06
H 2.97 1.25 -0.08
H -0.40 -1.24 0.04
H -0.48 1.65 0.02
H -2.73 1.63 0.22

***

Record 8
12
Properties=species:S:1:pos:R:3 method="wB97M-V/def2-TZVPD" charge=0 e_above_lowest_kcal_mol=69.4 e_homo_ev=-8.4877 mol_weight_g_mol=86.090 max_force_ev_per_a=1.38
C 0.30 1.84 -0.04
C 0.52 0.51 0.66
C -0.08 -0.74 0.08
O -0.71 -0.46 -1.03
C -0.87 -3.19 -0.44
O -0.58 -4.01 0.29
H 0.71 1.82 -1.05
H -0.76 2.08 -0.11
H 0.80 2.65 0.51
H 0.15 0.53 1.70
H 1.59 0.27 0.78
H -1.07 -1.31 -1.35

***

Record 9
17
Properties=species:S:1:pos:R:3 method="wB97M-V/def2-TZVPD" charge=+1 e_above_lowest_kcal_mol=0.0 e_homo_ev="-16.0624 / -15.3665" mol_weight_g_mol=151.078 max_force_ev_per_a=4.36
C -1.60 0.70 0.13
C -1.36 -0.79 -0.14
C -0.37 1.41 -0.21
C -0.06 -1.23 0.45
O 3.17 -0.06 -0.84
O 3.37 -0.86 0.08
O 1.90 0.22 -1.16
O 1.87 0.65 1.41
P 1.02 0.23 0.30
H -2.32 1.07 -0.49
H -2.03 0.90 1.14
H -2.22 -1.21 0.32
H -1.27 -1.12 -1.20
H -0.40 1.29 -1.34
H -0.02 2.44 0.10
H -0.32 -1.64 1.44
H 0.63 -1.99 0.01

***

Record 10
36
Properties=species:S:1:pos:R:3 method="wB97M-V/def2-TZVPD" charge=0 e_above_lowest_kcal_mol=164.7 e_homo_ev=-3.6613 mol_weight_g_mol=435.166 max_force_ev_per_a=6.06
Rb -8.48 -4.00 -5.18
Rb -1.73 -7.66 -1.67
O -5.45 -2.62 0.38
C -4.43 -1.75 0.91
C -2.87 -2.14 1.40
O -2.72 -3.18 2.43
H -5.03 -1.39 1.74
H -4.26 -0.84 0.33
H -2.37 -1.26 1.79
H -2.31 -2.33 0.48
C -0.24 1.92 -3.99
C -0.92 1.78 -5.42
C -2.46 1.41 -5.40
O -2.89 2.30 -6.31
C -1.97 3.26 -6.70
O -2.38 4.11 -7.46
O -0.80 2.96 -6.25
H 0.84 2.00 -4.11
H -0.37 0.98 -3.45
H -0.51 2.78 -3.37
H -0.42 0.96 -5.92
H -2.85 1.59 -4.40
H -2.34 0.34 -5.53
C 2.91 0.50 5.85
C 4.45 0.22 5.60
C 4.90 -1.05 4.84
O 5.81 -0.57 3.86
C 5.77 0.70 3.82
O 6.37 1.31 2.93
O 4.97 1.24 4.78
H 2.77 1.34 6.53
H 2.49 -0.46 6.16
H 2.26 0.72 5.01
H 4.87 0.18 6.60
H 4.11 -1.48 4.24
H 5.28 -1.84 5.49

***

Record 11
24
Properties=species:S:1:pos:R:3 method="wB97M-V/def2-TZVPD" spin_multiplicity=4 charge=+1 e_above_lowest_kcal_mol=4.3 e_homo_ev="-13.4110 / -13.9180" mol_weight_g_mol=296.114 max_force_ev_per_a=8.56 s_squared=3.77
O 0.77 3.73 -3.44
C -0.35 3.54 -3.29
V -1.55 -0.55 -0.67
O -1.99 2.03 0.74
C -1.96 0.95 0.31
C -2.04 -1.97 0.69
O -2.30 -2.90 1.32
C -1.76 -2.54 -2.04
O -1.54 -3.04 -3.05
C -3.13 -0.26 -1.69
O -4.04 0.15 -2.33
H -1.00 0.79 -1.39
N 1.75 0.16 4.77
C 1.70 0.07 3.61
C 1.68 -0.01 2.18
C 2.82 0.13 1.37
C 2.68 0.11 0.00
C 1.42 -0.08 -0.57
N 0.39 -0.34 0.24
C 0.44 -0.20 1.59
H 3.78 0.28 1.84
H 3.51 0.22 -0.68
H 1.23 -0.02 -1.66
H -0.53 -0.25 2.14

***

Record 12
39
Properties=species:S:1:pos:R:3 method="wB97M-V/def2-TZVPD" charge=0 e_above_lowest_kcal_mol=67.1 e_homo_ev=-9.7791 mol_weight_g_mol=281.308 max_force_ev_per_a=0.91 smiles="C#C[C@H]1CNC(=O)C1.O=C1CCCO1.O=C1CCCO1"
C -0.32 3.07 0.43
C -0.93 2.58 -0.48
C -1.63 1.97 -1.62
C -1.30 2.82 -2.89
N -0.15 2.15 -3.55
C -0.21 0.78 -3.19
O 0.27 -0.10 -3.85
C -0.98 0.60 -1.92
H 0.37 3.26 1.20
H -2.69 1.89 -1.39
H -0.96 3.80 -2.58
H -2.13 2.89 -3.59
H 0.71 2.56 -3.20
H -1.64 -0.27 -1.91
H -0.26 0.40 -1.12
O 0.53 -1.59 -0.53
C 0.99 -2.43 -1.25
C 0.32 -3.15 -2.40
C 1.27 -4.32 -2.66
C 2.60 -3.74 -2.21
O 2.28 -2.83 -1.15
H 0.27 -2.45 -3.24
H -0.68 -3.45 -2.12
H 1.28 -4.66 -3.70
H 1.00 -5.17 -2.03
H 3.10 -3.18 -3.00
H 3.29 -4.49 -1.82
O -2.23 2.71 5.54
C -1.37 2.03 5.06
C -1.06 0.57 5.33
C 0.35 0.41 4.76
C 0.36 1.46 3.66
O -0.50 2.51 4.13
H -1.79 -0.03 4.80
H -1.13 0.37 6.40
H 0.57 -0.59 4.39
H 1.09 0.66 5.52
H -0.05 1.08 2.72
H 1.34 1.88 3.47